Formula: C57H129N5O9
Source: the Open Molecules 2025 dataset
Level of theory: wB97M-V/def2-TZVPD

Geometry (Å):
C (19.959, -8.288, 29.135)
C (21.420, -7.731, 29.261)
N (21.315, -6.344, 29.765)
C (22.489, -5.468, 29.594)
C (22.664, -5.073, 28.137)
C (20.914, -6.374, 31.159)
C (21.822, -7.121, 32.227)
H (19.165, -7.541, 29.114)
H (19.837, -8.801, 30.089)
H (19.677, -8.881, 28.266)
H (21.946, -8.394, 29.948)
H (21.788, -7.721, 28.235)
H (22.453, -4.665, 30.330)
H (23.300, -6.172, 29.781)
H (22.513, -5.894, 27.436)
H (22.058, -4.198, 27.903)
H (23.683, -4.737, 27.947)
H (19.975, -6.927, 31.141)
H (20.727, -5.362, 31.517)
H (21.058, -7.619, 32.824)
H (22.428, -6.357, 32.715)
H (22.335, -8.040, 31.945)
C (20.807, -9.119, 18.414)
C (21.392, -10.524, 18.804)
N (22.644, -10.367, 19.560)
C (23.024, -11.570, 20.347)
C (23.586, -12.764, 19.498)
C (23.808, -9.654, 18.970)
C (24.889, -9.338, 19.968)
H (19.751, -9.063, 18.152)
H (21.358, -8.778, 17.537)
H (20.838, -8.375, 19.210)
H (20.714, -10.905, 19.567)
H (21.417, -11.245, 17.987)
H (23.584, -11.298, 21.241)
H (22.093, -11.977, 20.743)
H (22.923, -13.041, 18.678)
H (24.545, -12.476, 19.068)
H (23.762, -13.626, 20.142)
H (23.381, -8.682, 18.724)
H (24.117, -10.028, 17.993)
H (24.498, -8.812, 20.839)
H (25.509, -8.564, 19.516)
H (25.479, -10.117, 20.451)
C (31.969, -4.258, 18.590)
C (30.714, -3.483, 19.091)
N (30.691, -2.099, 18.732)
C (30.748, -1.859, 17.302)
C (32.077, -1.303, 16.874)
C (29.695, -1.246, 19.382)
C (29.993, -0.978, 20.867)
H (32.910, -3.982, 19.066)
H (32.270, -4.169, 17.546)
H (31.815, -5.327, 18.739)
H (29.794, -3.995, 18.808)
H (30.731, -3.418, 20.179)
H (30.524, -2.762, 16.733)
H (29.968, -1.168, 16.984)
H (32.396, -0.514, 17.554)
H (32.899, -2.005, 17.016)
H (32.028, -1.088, 15.806)
H (28.718, -1.726, 19.317)
H (29.613, -0.279, 18.885)
H (29.207, -0.312, 21.223)
H (30.986, -0.568, 21.053)
H (29.883, -1.891, 21.452)
C (20.104, -7.956, 14.946)
C (20.435, -6.520, 15.520)
N (19.132, -5.795, 15.716)
C (19.202, -4.915, 16.881)
C (19.271, -5.656, 18.188)
C (18.797, -5.074, 14.485)
C (17.382, -5.221, 14.017)
H (19.484, -8.642, 15.522)
H (21.049, -8.484, 14.814)
H (19.730, -7.874, 13.925)
H (20.880, -6.652, 16.506)
H (21.154, -6.011, 14.879)
H (18.228, -4.437, 16.984)
H (19.940, -4.136, 16.691)
H (18.909, -4.914, 18.899)
H (20.199, -6.019, 18.630)
H (18.568, -6.489, 18.219)
H (18.896, -3.999, 14.636)
H (19.554, -5.268, 13.726)
H (16.660, -4.987, 14.799)
H (17.161, -4.595, 13.153)
H (17.348, -6.282, 13.767)
C (14.312, -0.064, 27.381)
C (15.750, -0.539, 27.381)
N (16.751, 0.269, 26.625)
C (16.461, 0.717, 25.250)
C (17.379, 1.876, 24.915)
C (18.088, -0.276, 26.834)
C (18.238, -1.388, 25.775)
H (13.652, -0.609, 28.055)
H (13.922, -0.062, 26.363)
H (14.292, 0.979, 27.699)
H (16.015, -0.513, 28.437)
H (15.719, -1.555, 26.986)
H (16.620, -0.042, 24.484)
H (15.411, 1.010, 25.273)
H (18.431, 1.630, 24.773)
H (17.000, 2.360, 24.015)
H (17.332, 2.537, 25.780)
H (18.125, -0.676, 27.847)
H (18.775, 0.553, 26.666)
H (18.846, -2.160, 26.247)
H (18.712, -0.922, 24.911)
H (17.311, -1.945, 25.636)
C (19.548, -5.580, 26.049)
C (19.978, -7.017, 25.603)
O (21.060, -7.494, 25.432)
C (18.787, -7.924, 25.302)
H (19.256, -5.615, 27.099)
H (18.703, -5.313, 25.415)
H (20.292, -4.786, 25.977)
H (18.180, -7.455, 24.527)
H (18.329, -8.022, 26.286)
H (19.257, -8.775, 24.808)
C (26.286, 1.424, 20.372)
C (25.730, 1.038, 19.026)
O (26.473, 1.006, 18.044)
C (24.265, 0.749, 18.895)
H (27.047, 0.704, 20.670)
H (25.413, 1.520, 21.016)
H (26.714, 2.417, 20.511)
H (23.832, 0.826, 17.897)
H (23.684, 1.578, 19.300)
H (24.014, -0.169, 19.426)
C (26.959, -4.792, 20.553)
C (27.669, -5.480, 21.674)
O (28.876, -5.366, 21.880)
C (26.910, -6.574, 22.260)
H (25.902, -4.647, 20.776)
H (27.007, -5.343, 19.614)
H (27.395, -3.797, 20.467)
H (26.748, -7.426, 21.600)
H (25.954, -6.274, 22.689)
H (27.430, -6.963, 23.135)
C (25.543, -2.079, 25.527)
C (26.633, -2.640, 24.601)
O (26.446, -3.733, 24.038)
C (27.791, -1.750, 24.173)
H (24.633, -2.673, 25.452)
H (25.197, -1.093, 25.219)
H (25.889, -2.086, 26.561)
H (27.350, -0.958, 23.568)
H (28.500, -2.243, 23.507)
H (28.395, -1.382, 25.003)
C (18.291, 0.854, 21.270)
C (17.938, -0.060, 20.136)
O (17.486, -1.131, 20.432)
C (18.228, 0.398, 18.799)
H (18.438, 0.245, 22.162)
H (17.498, 1.575, 21.471)
H (19.297, 1.192, 21.021)
H (17.555, -0.054, 18.070)
H (19.256, 0.141, 18.542)
H (18.000, 1.464, 18.773)
C (23.252, -3.453, 22.873)
C (23.203, -2.344, 21.820)
O (24.119, -2.075, 21.106)
C (21.858, -1.663, 21.710)
H (23.055, -4.418, 22.405)
H (22.589, -3.275, 23.720)
H (24.292, -3.517, 23.192)
H (21.707, -1.279, 22.719)
H (20.982, -2.266, 21.468)
H (21.839, -0.815, 21.025)
C (18.415, -3.991, 22.076)
C (17.208, -3.966, 22.984)
O (17.025, -4.878, 23.814)
C (16.226, -2.785, 22.772)
H (19.223, -3.525, 22.639)
H (18.169, -3.527, 21.121)
H (18.733, -5.016, 21.884)
H (15.354, -2.947, 23.406)
H (15.970, -2.709, 21.715)
H (16.654, -1.816, 23.026)
C (22.576, -6.988, 22.495)
C (21.377, -7.140, 21.608)
O (21.346, -6.411, 20.606)
C (20.602, -8.386, 21.763)
H (22.704, -6.121, 23.142)
H (23.496, -6.910, 21.916)
H (22.718, -7.823, 23.180)
H (19.967, -8.372, 22.649)
H (21.271, -9.243, 21.839)
H (20.018, -8.548, 20.857)
C (24.378, -2.842, 17.714)
C (22.813, -3.003, 17.907)
O (22.052, -2.076, 17.548)
C (22.248, -4.384, 18.336)
H (24.453, -1.833, 17.310)
H (24.689, -3.529, 16.928)
H (24.846, -2.989, 18.688)
H (21.990, -5.019, 17.489)
H (21.360, -4.258, 18.956)
H (22.945, -5.008, 18.895)

## Properties
maximum force	3.23	eV Å⁻¹
ΔE to the lowest compared entry with this formula, charge and spin	5.107	eV
LUMO energy	0.146	eV
E_tot	-3199.8551	hartree

---

Formula: C5H10O2
Source: the Open Molecules 2025 dataset
Level of theory: wB97M-V/def2-TZVPD

Geometry (Å):
C (-0.656, 1.413, -2.015)
C (-1.062, 0.937, -0.697)
C (-0.505, -0.201, -0.092)
O (0.534, -0.802, -0.647)
C (-0.903, -0.654, 1.206)
C (-1.541, 0.135, 2.089)
H (-1.546, 1.372, -2.656)
H (0.104, 0.843, -2.536)
H (-0.446, 2.490, -1.937)
H (-1.948, 1.405, -0.290)
H (1.340, -0.526, -0.126)
H (-0.721, -1.709, 1.377)
H (-1.805, 1.163, 1.913)
H (-1.652, -0.219, 3.103)
H (3.718, -0.089, 0.536)
H (3.264, -1.509, 0.097)
O (2.944, -0.660, 0.425)

## Properties
maximum force	1.17	eV Å⁻¹
ΔE to the lowest compared entry with this formula, charge and spin	0.130	eV
2S+1	2
net charge	+1
⟨S²⟩	0.7678
LUMO energy (spin up / spin down)	-4.601 / -7.240	eV
E_tot	-346.6553	hartree

---

What is the formula in the first record?
C57H129N5O9

---

Among the records above, which one has the highest ΔE to the lowest compared entry with this formula, charge and spin?
C57H129N5O9